This record from the Open Molecules 2025 dataset describes a 3-piece molecular cluster, C20H42BF4N2O2 overall. The level of theory is ωB97M-V/def2-TZVPD.

Positions of all 71 atoms, in Å:
F -2.54563 1.23591 2.08287
F -2.21680 3.80157 -1.95397
F -0.75700 2.10672 1.20411
F -0.68617 0.10621 2.04293
O -4.27573 -1.16513 -3.18492
O 6.34197 -0.39115 3.49085
N -6.32920 -2.06179 -3.09343
N 5.07646 1.32853 4.18900
C -7.77436 -2.06472 -3.16049
C -2.66738 1.60087 -1.00402
C 2.97842 2.34446 -0.04292
C -2.89165 -0.93151 -0.16762
C 1.54301 -1.82303 -1.67973
C -6.08501 0.33177 -3.61292
C 0.79316 -2.12274 -0.37739
C 3.54912 -0.55967 -0.67640
C 2.31871 -0.49806 -1.59009
C -0.56947 -2.79306 -0.56734
C 2.56175 1.23437 0.93496
C -1.33937 -2.85618 0.76499
C -2.63254 -2.00533 0.90441
C -1.75270 2.46147 -1.83858
C 3.28697 -0.11183 0.76573
C 6.26752 0.77311 3.84215
C -1.48733 0.92554 1.26573
C -5.47400 -1.01234 -3.28836
C 7.48944 1.66255 3.91462
C 4.81276 2.68520 4.62500
B -1.88215 0.36931 -0.20696
H 2.71924 -0.89384 1.27413
H 3.92948 -1.58382 -0.64231
H 1.48632 1.06691 0.88368
H 3.21293 3.27390 0.47759
H -6.74164 0.66261 -2.80718
H -3.49481 -2.68011 0.96845
H -8.14468 -1.07512 -3.40611
H -2.59107 -1.50945 1.87684
H 4.33519 0.05859 -1.11382
H 2.15916 2.57472 -0.72351
H 7.64590 2.02472 4.93159
H 1.39454 -2.74638 0.29091
H -0.38223 -3.82008 -0.90720
H 2.60106 -0.18301 -2.59751
H -8.20086 -2.36444 -2.20050
H 4.37027 2.68305 5.62290
H -0.74604 2.52134 -1.42322
H -0.88335 0.10748 -0.86265
H -3.37386 1.10619 -1.68046
H -1.11754 -2.30134 -1.36424
H 4.29519 0.69505 4.11346
H -3.91960 -0.57370 -0.01536
H -5.27955 1.05103 -3.72308
H 2.28340 -2.61264 -1.85219
H 4.24367 -0.06039 1.29781
H 4.11512 3.17167 3.94098
H -6.65471 0.28557 -4.54300
H 3.85047 2.08360 -0.63907
H 1.60407 0.24110 -1.22305
H 5.73006 3.26319 4.65391
H -5.85784 -2.92238 -2.86609
H -3.27209 2.22159 -0.33774
H 7.38608 2.51712 3.24493
H -1.67353 2.08760 -2.86175
H -2.89607 -1.39042 -1.15410
H -0.65165 -2.56734 1.56274
H 0.60728 -1.18412 0.14688
H 2.74763 1.58903 1.95257
H -8.12132 -2.76388 -3.92542
H 8.35277 1.07915 3.61087
H -1.58614 -3.90175 0.96992
H 0.86599 -1.80206 -2.53281

Forces on atoms 1 to 6 (eV/Å):
F 0.11 -0.11 -0.06
F -0.04 0.04 -0.10
F -0.18 -0.17 0.12
F -0.17 0.08 -0.05
O 0.04 -0.08 -0.26
O 0.05 -0.01 0.02

The value obtained for the total energy is -1471.65895 hartree. The total charge is -1.

***

This record from the Open Molecules 2025 dataset describes a 2-piece molecular cluster, C34H38BClO4S overall. The level of theory is ωB97M-V/def2-TZVPD.

Positions of all 79 atoms, in Å:
Cl -2.95718 2.66334 -4.21581
S -2.86820 4.00419 3.32733
O 6.30653 -1.68845 2.01919
O -1.63861 0.38505 2.05855
O -1.84166 -4.35456 -6.68996
O -0.51509 2.51756 2.16892
C 0.20416 1.58709 2.94772
C 3.64772 -1.82153 -0.51717
C -1.63798 -5.77481 -6.50088
C -1.38788 -2.09797 -6.11290
C 1.67821 -0.83246 -2.44735
C -4.93607 2.57771 3.86543
C -2.82251 1.12317 -0.52128
C 3.29423 -0.44184 -0.62146
C 4.13573 0.48125 0.07314
C -0.27103 0.16463 2.31251
C 0.73521 -0.54574 -3.43549
C 2.17669 0.00425 -1.43343
C -0.11043 -1.04008 3.22245
C -4.07806 1.72954 3.06419
C -1.72398 3.26559 -0.44791
C -2.95501 2.39922 2.62026
C -2.01387 3.47370 -1.80881
C -0.75278 -1.16711 -5.32865
C 4.67548 -2.26530 0.30265
C 0.43093 -2.93555 -4.15186
C 6.57575 -3.09294 2.26187
C 0.16399 -1.53733 -4.29759
C -0.20709 -3.88927 -4.92999
C 0.43253 -0.10924 0.98354
C -1.14213 -3.48449 -5.91537
C -5.10738 4.97461 4.79824
C 1.69023 1.90336 2.82445
C 5.14224 0.05383 0.90996
C 5.40396 -1.33167 1.07141
C -3.12278 1.30669 -1.88207
C -0.21363 1.70580 4.41608
C -4.43731 3.85108 4.08119
C -2.09538 2.08084 0.16701
C -2.68904 2.47488 -2.52425
B -1.68214 1.79146 1.75461
H 1.88145 2.87525 3.30023
H -0.00592 -4.95522 -4.77735
H 1.12054 -3.27387 -3.38503
H 1.99025 1.96369 1.77205
H 1.48074 -0.41492 1.10916
H -2.31300 -6.24900 -7.22015
H -3.20295 0.24812 0.00097
H -0.97710 -0.10804 -5.47186
H 0.40929 0.77031 0.32198
H -0.59773 -6.05413 -6.71722
H 7.32086 -3.09371 3.06396
H -1.24783 4.05451 0.13075
H -5.89686 2.24737 4.27346
H 4.03893 1.55403 -0.13419
H -1.71960 4.39384 -2.30693
H 1.88191 1.05076 -1.40133
H -5.30575 5.80053 4.10181
H -0.08691 -0.92495 0.46028
H -1.27472 1.46313 4.56589
H -6.06492 4.63529 5.21234
H -0.49363 -1.92767 2.70437
H -0.03879 2.73320 4.76025
H -3.68121 0.55630 -2.43515
H 5.67063 -3.62143 2.59046
H 4.88946 -3.33682 0.37902
H 5.74966 0.75151 1.49243
H -1.90024 -6.07861 -5.47827
H 2.29872 1.14493 3.33799
H -4.48113 5.34532 5.61950
H 0.50922 0.50216 -3.64591
H -2.10392 -1.82070 -6.88796
H 0.94872 -1.21464 3.45704
H 0.39768 1.03834 5.04125
H 2.17234 -1.80000 -2.53802
H -4.32449 0.68565 2.85563
H -0.67003 -0.90667 4.15296
H 6.98815 -3.57678 1.36627
H 3.15183 -2.56554 -1.13913

Forces on atoms 1 to 6 (eV/Å):
Cl -0.14 0.09 -0.74
S -0.97 -0.77 -0.36
O -0.30 -0.13 -0.62
O 1.23 -0.64 0.25
O 0.65 0.34 0.66
O 1.34 -0.60 -0.13

The value obtained for the total energy is -2502.51459 hartree. The total charge is 0.

***

This record from the Open Molecules 2025 dataset describes one molecule with the formula C2H4OS. The level of theory is ωB97M-V/def2-TZVPD.

Positions of all 8 atoms, in Å:
S 1.82362 -0.47737 0.26464
O 2.87314 0.51051 -0.09882
C -0.98655 -0.30925 0.02541
C 0.37921 0.24471 0.07068
H -1.61105 0.27830 -0.67316
H -1.67480 -0.17349 0.82875
H -1.21103 -1.33493 -0.23072
H 0.40747 1.26153 -0.18678

Forces on atoms 1 to 6 (eV/Å):
S -0.62 1.29 -0.71
O 0.01 -0.70 0.50
C -1.89 -0.04 -0.93
C 0.10 -1.64 0.36
H 0.75 -0.15 -0.45
H 0.27 0.37 1.74

The value obtained for the total energy is -551.96487 hartree. The total charge is 0.

***

This record from the Open Molecules 2025 dataset describes C4H9NO2 as an isolated structure. The level of theory is ωB97M-V/def2-TZVPD.

Positions of all 16 atoms, in Å:
O -0.61044 -2.89031 1.00033
O -1.15154 1.58174 -1.84626
N 2.12067 1.25146 0.57237
C -0.04059 -0.81863 -0.26462
C -0.62929 1.71658 -0.61300
C -0.19213 -1.58105 1.09009
C 0.44274 0.64125 -0.04075
H -0.08940 2.68997 -0.52768
H -0.97588 -1.02074 1.63555
H 0.66284 -1.25764 -0.97715
H 2.75010 0.43833 0.49653
H 1.37360 0.85809 -0.63816
H -1.01395 -0.78417 -0.75759
H 0.49287 0.89917 1.01590
H -1.32001 1.78128 0.25132
H 0.78643 -1.49556 1.61652

Forces on atoms 1 to 6 (eV/Å):
O 0.38 0.28 -0.16
O 0.18 -0.57 0.74
N 1.23 0.39 -0.97
C 0.91 0.48 0.76
C 0.99 1.26 -0.79
C -0.40 -1.52 -0.89

The value obtained for the total energy is -362.72213 hartree. The total charge is -2.

***

This record from the Open Molecules 2025 dataset describes C21H26F3N5O as an isolated structure. The level of theory is ωB97M-V/def2-TZVPD.

Positions of all 56 atoms, in Å:
F -3.44927 -0.58416 6.80412
F -5.67640 -1.50549 6.65959
F -5.22568 0.25390 5.80863
O 3.42163 1.86944 0.12787
N 2.18458 1.24407 -1.79893
N 4.63890 2.57153 -4.21152
N -2.40266 -1.44294 1.65551
N -0.50011 -0.43876 -0.18095
N 4.73210 2.88232 -2.73370
C -4.48925 -1.05313 6.00472
C -0.20449 -0.56552 1.03621
C 4.76420 3.71882 -4.89807
C 2.06708 -0.58658 -3.13961
C -3.37193 -1.73297 2.55166
C -1.54413 -0.06160 2.07398
C -2.50096 -1.44257 0.27879
C -4.97273 -3.63755 3.29321
C -3.87428 -3.13993 2.38434
C -1.40077 -1.66022 -0.58889
C 0.71633 -0.28739 -1.10189
C 0.87467 -0.89011 -2.34086
C -4.97729 -2.90527 4.55971
C 2.23638 0.88163 -3.14794
C 4.65930 1.80491 -1.76372
C 4.54035 4.79185 -3.94915
C -4.36378 -1.63352 4.89018
C 3.32627 1.64579 -1.02622
C 1.26556 0.97809 -1.02913
C -3.40650 -1.19391 3.83360
C 4.67311 4.22185 -2.44330
H 2.87869 -1.06804 -2.62218
H 3.13710 1.27358 -3.65938
H 4.41217 5.80903 -4.02522
H -3.07125 -0.51567 -0.00272
H -1.30588 -0.44810 2.96184
H 0.07739 -0.58725 -3.00132
H -3.18031 -0.32218 3.93388
H 4.57056 3.79280 -5.89437
H 1.99316 -0.95497 -4.23006
H 0.26420 -1.33597 1.35181
H 1.20733 1.57132 -0.17268
H 5.54722 1.94919 -0.98728
H 1.66081 -0.91976 -0.32830
H 0.41955 -1.91972 -2.48439
H 0.39361 1.54687 -1.78239
H -5.73443 -3.42805 5.19700
H 0.32303 0.49436 1.36199
H -3.28277 -2.13599 0.09252
H 1.48573 1.43022 -3.84608
H -3.80661 -3.52918 1.41715
H -0.91631 -2.45335 -0.25620
H 5.08494 0.65854 -2.36442
H 4.75387 4.55224 -1.50457
H -1.91143 0.76936 1.75282
H -1.58204 -1.70149 -1.56451
H -5.15856 -4.63038 3.04884

Forces on atoms 1 to 6 (eV/Å):
F -1.66 -2.13 -1.23
F 2.88 -1.76 1.19
F 2.17 0.13 -1.03
O -1.57 0.16 2.93
N 13.35 4.47 -1.99
N 1.79 -0.14 2.64

The value obtained for the total energy is -1463.73674 hartree. The total charge is 0.

***

| no. | E_HOMO (eV) | frontier orbital gap (eV) |
| --- | --- | --- |
| 1 | -5.514 | 8.0 |
| 2 | -6.124 | 2.9 |
| 3 | -9.268 | 9.1 |
| 4 | 0.811 | 6.3 |
| 5 | -8.130 | 7.7 |